{"formula": "C31H43N7O6PSTi", "method": "wB97M-V/def2-TZVPD", "charge": 1, "spin_multiplicity": 1, "e_tot_ev": -98801.338, "gap_ev": 5.612, "elements": ["Ti", "O", "C", "O", "C", "C", "C", "N", "C", "C", "C", "C", "C", "C", "C", "N", "C", "C", "C", "C", "C", "N", "H", "H", "H", "H", "H", "H", "H", "H", "H", "H", "C", "C", "N", "C", "C", "N", "C", "C", "N", "H", "H", "H", "H", "H", "H", "H", "H", "H", "H", "H", "H", "H", "H", "H", "S", "C", "N", "C", "C", "C", "C", "O", "P", "O", "O", "O", "C", "C", "C", "C", "H", "H", "H", "H", "H", "H", "H", "H", "H", "H", "H", "H", "H", "H", "H", "H", "H", "H"], "coordinates": [[-0.20291, -0.30873, -0.63617], [5.42142, 1.46752, -3.19696], [5.16282, 2.05248, -2.13252], [5.64919, 3.02319, -1.52971], [3.99532, 1.39150, -1.35455], [3.57075, 0.11775, -1.67818], [2.60130, -0.46227, -0.90578], [1.90952, 0.17726, 0.08386], [2.42657, 1.38128, 0.47997], [3.45327, 1.97519, -0.21513], [1.95870, 1.98989, 1.76938], [2.52964, 3.16617, 2.24895], [2.16013, 3.64924, 3.49010], [1.23620, 2.94736, 4.24510], [0.71459, 1.79257, 3.70002], [1.05576, 1.32671, 2.49565], [2.33556, -1.90647, -0.98670], [3.32614, -2.79295, -1.38151], [3.06852, -4.14754, -1.32759], [1.82797, -4.57307, -0.87911], [0.90243, -3.62459, -0.51186], [1.13923, -2.30718, -0.54386], [4.02378, -0.37827, -2.52873], [3.91284, 2.90308, 0.09069], [3.26470, 3.70651, 1.67336], [2.60280, 4.56266, 3.86634], [0.93282, 3.27764, 5.22871], [-0.00063, 1.19961, 4.26050], [4.28875, -2.41423, -1.69496], [3.82645, -4.86243, -1.62159], [1.57484, -5.62207, -0.81433], [-0.06622, -3.94899, -0.16413], [-1.79941, -2.53214, 0.78960], [-0.86350, -1.82524, 1.76837], [-0.84410, -0.39683, 1.39221], [-2.08863, 0.30520, 1.80253], [-2.56805, 1.21962, 0.69158], [-2.39599, 0.50550, -0.59618], [-3.47516, -0.48988, -0.81323], [-2.86648, -1.76726, -1.32866], [-1.60200, -2.00583, -0.59284], [-2.83580, -2.35288, 1.07093], [-1.66079, -3.60966, 0.82245], [0.14631, -2.21462, 1.70168], [-1.20562, -1.96157, 2.79430], [-0.03841, 0.10269, 1.85654], [-1.91578, 0.87852, 2.71111], [-2.84799, -0.44064, 2.03474], [-1.98968, 2.13720, 0.67113], [-3.61082, 1.50036, 0.84692], [-2.37545, 1.18326, -1.35287], [-4.22027, -0.10547, -1.50823], [-3.98134, -0.65731, 0.13687], [-2.62215, -1.68250, -2.38432], [-3.54554, -2.61289, -1.21549], [-1.08145, -2.65419, -1.19714], [-0.16904, 2.20799, -0.86863], [0.79811, 2.35976, -2.24538], [1.44786, 2.50053, -3.18997], [-2.88169, -0.05986, -6.02480], [-1.80888, 0.33642, -5.03156], [-0.62543, 0.99631, -5.71641], [-2.37674, 1.23513, -3.95013], [-1.42208, -0.95596, -4.41568], [-0.17591, -1.44157, -3.60972], [-0.42911, -2.80186, -3.09651], [0.02866, -0.40130, -2.40047], [1.11498, -1.22493, -4.42755], [1.71438, -2.12762, -5.45930], [0.63563, -2.86247, -6.23770], [2.51664, -1.19265, -6.33897], [2.60844, -3.09712, -4.71262], [-3.24844, 0.82669, -6.54456], [-3.72094, -0.53901, -5.51582], [-2.48129, -0.75684, -6.76220], [-0.95578, 1.94859, -6.13319], [-0.24945, 0.38298, -6.53491], [0.18722, 1.20255, -5.01677], [-2.69061, 2.17899, -4.39531], [-1.63417, 1.46131, -3.18658], [-3.26124, 0.76954, -3.50090], [-0.04665, -2.17135, -6.73304], [0.05776, -3.53040, -5.59474], [1.12404, -3.46319, -7.00486], [1.86442, -0.54097, -6.92076], [3.12453, -1.78002, -7.02832], [3.17696, -0.56989, -5.73352], [2.02240, -3.70047, -4.01514], [3.38261, -2.55469, -4.16480], [3.09382, -3.76010, -5.43010]]}

---

{"formula": "C31H44N10O10S", "method": "wB97M-V/def2-TZVPD", "charge": -2, "spin_multiplicity": 1, "e_tot_ev": -79052.071, "gap_ev": 7.377, "elements": ["S", "O", "O", "O", "O", "N", "C", "C", "C", "C", "H", "H", "H", "H", "H", "N", "C", "C", "C", "C", "H", "H", "H", "H", "H", "N", "C", "C", "C", "C", "H", "H", "H", "H", "H", "N", "C", "C", "C", "C", "H", "H", "H", "H", "H", "N", "C", "C", "C", "C", "H", "H", "H", "H", "H", "N", "C", "C", "C", "C", "H", "H", "H", "H", "H", "N", "C", "C", "C", "C", "H", "H", "H", "H", "H", "C", "N", "O", "O", "H", "H", "H", "C", "N", "O", "O", "H", "H", "H", "C", "N", "O", "O", "H", "H", "H"], "coordinates": [[0.01180, -0.05568, -0.15748], [0.84180, -0.80268, -1.09148], [-1.17020, -0.83268, 0.10352], [0.75180, 0.17232, 1.02952], [-0.28320, 1.24332, -0.85348], [-1.47020, 3.09332, -2.32148], [-2.80620, 3.07332, -2.67348], [-3.10420, 4.49432, -3.12748], [-1.85320, 5.35232, -3.01248], [-0.80020, 4.31532, -2.45348], [-1.15320, 2.34232, -1.70348], [-3.35320, 2.34232, -2.33248], [-3.99220, 4.74932, -3.34148], [-1.68920, 6.45932, -3.10648], [0.28280, 4.51732, -2.35448], [-1.63920, -3.51568, 2.07952], [-2.57720, -4.52668, 2.00552], [-2.24920, -5.41568, 3.12452], [-1.03920, -4.84468, 3.85652], [-0.68720, -3.54468, 3.11452], [-1.47320, -2.88168, 1.10752], [-3.16920, -4.83568, 1.11652], [-2.79720, -6.33468, 3.49752], [-0.57620, -4.85568, 4.93552], [0.16780, -2.96268, 3.21052], [0.19080, 1.19232, 3.35652], [-1.10520, 0.94132, 3.77252], [-1.10620, 1.62332, 5.11252], [0.12080, 2.49132, 5.24252], [0.94280, 2.19332, 4.01852], [0.63380, 0.63032, 2.45452], [-1.89620, 0.42232, 3.30352], [-1.96620, 1.54732, 5.73852], [0.42380, 3.06032, 5.99752], [1.84680, 2.62532, 3.74452], [-3.44420, 0.23232, 0.69952], [-4.37820, -0.40168, 1.56252], [-5.40420, 0.61132, 1.73852], [-5.08820, 1.85432, 0.82952], [-3.68120, 1.47632, 0.38852], [-2.56520, -0.17968, 0.62552], [-4.31420, -1.38968, 1.88252], [-6.16120, 0.46232, 2.55352], [-5.82920, 2.68932, 0.78452], [-2.87420, 1.92332, -0.21648], [1.58580, -4.26368, -1.45848], [1.80380, -5.32968, -0.53248], [2.27880, -6.47768, -1.35248], [2.18880, -6.10968, -2.85748], [1.71280, -4.65468, -2.81248], [1.27680, -3.25768, -0.96448], [1.57880, -5.27868, 0.47552], [2.68580, -7.35868, -0.75748], [2.07480, -6.69868, -3.72548], [1.24780, -4.01668, -3.60348], [1.79980, 0.02632, -3.37748], [2.60580, -0.64268, -4.29748], [2.76380, 0.30232, -5.41848], [2.10980, 1.60032, -5.08948], [1.47080, 1.29132, -3.76148], [1.57580, -0.39568, -2.32948], [3.25080, -1.63668, -4.16448], [3.55380, 0.19932, -6.22648], [2.36480, 2.54232, -5.67748], [0.83780, 1.98332, -3.30848], [3.09580, -1.77668, 1.97452], [3.63580, -1.49668, 3.12352], [4.93880, -2.32068, 3.27452], [5.10780, -2.82768, 1.83952], [3.95080, -2.51968, 1.10352], [2.16180, -1.39568, 1.47152], [3.12280, -0.75068, 3.86752], [5.66380, -2.37068, 4.08352], [6.03980, -3.49068, 1.55952], [3.47680, -2.50268, 0.15552], [-0.89820, 4.01432, 1.33752], [-0.53720, 4.95132, 2.33152], [0.66880, 5.28932, 2.37252], [-1.33420, 5.19732, 3.25552], [-1.36920, 3.29032, 1.94252], [-0.16620, 3.70732, 0.63552], [-1.61620, 4.53532, 0.78852], [2.71380, 2.45532, -0.04648], [3.01680, 3.89432, -0.23548], [2.23780, 4.50232, -0.84348], [3.99580, 4.40132, 0.33552], [2.00680, 2.61832, 0.69452], [3.56280, 1.87432, 0.07952], [2.09280, 2.07332, -0.80148], [-1.76520, -0.60568, -3.42548], [-2.65220, -0.65568, -4.57548], [-2.42620, 0.08132, -5.58048], [-3.78120, -1.27168, -4.52048], [-0.79320, 0.16032, -3.49948], [-1.22420, -1.53468, -3.15148], [-2.21120, -0.10268, -2.54848]]}